No. 1
The following is a quantum chemistry calculation of a single C5H10N2O molecule at a distorted geometry, from the Open Molecules 2025 dataset.

Values from the calculation:
Energy relative to the best compared isomer or geometry (same formula, charge and spin), kcal per mole: 66.21
Electronic energy, eV: -10372.43390
Max |F|, eV/Å: 3.83
Total charge: 0
Structure (SMILES): [H]/N=C(C)\C(N)=C(\C)O
Kohn-Sham gap, eV: 8.058

XYZ file:
```
18
Properties=species:S:1:pos:R:3:lowdin_charge:R:1
H -1.87 -0.62 -1.09 0.06
H 0.59 2.68 0.77 0.08
O -1.41 0.62 1.13 0.03
H -0.90 2.79 -0.15 0.08
H -1.49 -2.32 -1.22 0.05
N 2.01 0.05 0.20 0.11
H 1.75 -2.63 -0.21 0.04
C 0.01 2.21 -0.02 -0.03
H 2.35 0.90 0.60 0.09
C -0.32 0.78 0.32 -0.32
H -2.01 -1.69 0.35 0.06
C -1.44 -1.46 -0.55 -0.03
C 0.64 -0.23 0.27 -0.28
H 2.54 -0.55 -0.43 0.09
H 0.58 2.27 -0.95 0.09
C 0.17 -1.54 -0.03 -0.34
H -1.96 1.42 1.12 0.11
N 0.73 -2.66 -0.12 0.12
```



No. 2
The following is a quantum chemistry calculation of 2 unconnected molecules or ions with the total composition C3H5NO2, from the Open Molecules 2025 dataset.

Values from the calculation:
Energy relative to the best compared isomer or geometry (same formula, charge and spin), kcal per mole: 41.19
Electronic energy, eV: -8775.90871
Max |F|, eV/Å: 0.98
Total charge: 0
Structure (SMILES): O=C=CC=O.N
Kohn-Sham gap, eV: 9.620

XYZ file:
```
11
Properties=species:S:1:pos:R:3:lowdin_charge:R:1
C -0.29 0.51 -0.63 -0.27
C 2.07 0.22 -0.66 -0.32
C 0.75 -0.28 -0.30 -0.08
H -1.16 -0.48 1.65 0.07
N -1.72 -0.31 0.82 0.07
O 3.11 -0.35 -0.41 0.01
H 2.06 1.22 -1.15 0.12
O -0.87 1.38 -1.15 0.15
H -2.22 -1.16 0.56 0.07
H -2.39 0.43 0.99 0.07
H 0.64 -1.18 0.28 0.10
```



No. 3
The following is a quantum chemistry calculation of a molecular structure, C40H38N3OP2S3SiW at a distorted geometry, from the Open Molecules 2025 dataset.

Values from the calculation:
Electronic energy, eV: -109401.33101
Max |F|, eV/Å: 1.57
Total charge: +1
Kohn-Sham gap, eV: 6.817

XYZ file:
```
89
Properties=species:S:1:pos:R:3:lowdin_charge:R:1
W 0.77 0.38 -0.89 0.92
C -3.99 4.04 -1.31 -0.08
H 0.79 -2.99 0.68 0.05
H -3.17 -2.72 -0.80 0.01
C 4.25 -0.36 1.77 -0.35
H -4.16 3.09 -5.04 0.12
C 6.53 -0.89 2.27 -0.07
H 1.03 0.50 -7.01 0.12
C 0.25 4.58 2.53 -0.06
C 5.27 -1.30 1.89 -0.09
S 2.69 -1.27 -0.79 0.41
C 0.62 -4.11 2.50 -0.06
H -3.23 -3.17 4.01 0.11
C 0.50 3.33 2.00 -0.10
H -3.69 -2.68 1.63 0.11
C 5.77 1.39 2.40 -0.06
S -2.12 2.18 -0.68 1.04
H 3.70 1.71 1.90 0.09
H 7.77 0.77 2.83 0.11
S 1.71 2.28 -1.34 0.23
H 5.97 2.44 2.60 0.11
C -1.65 -1.73 4.17 -0.07
H -0.78 -4.30 -0.29 0.02
H 3.30 -1.70 3.91 0.11
H 3.01 -0.33 -5.71 0.12
H 7.33 -1.62 2.37 0.11
C -3.24 2.70 -3.15 -0.23
H 0.75 -4.05 -1.15 0.03
H -1.15 5.82 3.56 0.11
C 2.03 -3.38 4.31 -0.07
H 1.00 5.36 2.46 0.11
H -2.40 1.59 -4.66 0.12
C -0.91 -0.76 3.51 -0.08
P -0.11 0.73 1.36 0.80
C 1.51 0.43 1.17 -0.68
C -0.47 2.34 2.09 -0.39
H 0.47 -2.64 -4.04 0.04
C -4.12 3.35 -3.99 -0.01
H -2.87 4.06 3.73 0.11
H -0.98 -1.68 -4.40 0.02
N -2.37 1.71 -3.66 0.14
C 1.02 0.45 -5.93 -0.02
C -4.96 4.34 -3.48 -0.06
H -0.13 -0.22 4.03 0.12
C 2.55 -2.38 3.51 -0.07
C 2.11 -2.24 2.19 -0.33
N -1.03 1.39 -1.75 -0.41
H -2.44 1.82 2.79 0.11
C -2.16 -1.18 1.48 -0.09
C -1.16 -0.49 2.16 -0.35
C -0.60 -2.55 -3.85 -0.15
H -3.92 4.32 -0.26 0.11
H -0.13 -4.79 2.11 0.11
C 1.14 -3.11 1.70 -0.09
C -1.24 1.30 -3.02 -0.33
H -2.36 -0.97 0.44 0.07
C -1.69 2.60 2.71 -0.11
H -0.95 1.24 -5.81 0.12
C 2.04 -0.04 -3.84 -0.13
C -2.87 -2.42 -1.81 -0.15
C 1.07 -4.25 3.81 -0.07
P 2.62 -0.85 1.18 0.48
N 0.95 0.35 -3.18 -0.09
Si -1.01 -2.51 -2.02 0.33
C 6.78 0.45 2.53 -0.07
C -3.18 3.03 -1.80 -0.43
C -4.89 4.68 -2.14 -0.07
H -5.65 4.84 -4.14 0.11
H -0.58 -4.92 -1.92 0.04
H 0.68 -5.04 4.44 0.11
C -0.12 0.86 -5.24 0.01
C -2.65 -2.42 3.49 -0.07
C -2.90 -2.15 2.15 -0.07
H -3.37 -3.09 -2.51 0.04
C -0.34 -4.08 -1.26 -0.16
H 2.88 -0.35 -3.24 0.07
H -1.09 -3.43 -4.29 0.04
C -1.93 3.85 3.24 -0.07
H -1.44 -1.94 5.21 0.11
H -3.24 -1.41 -1.99 0.03
H 1.44 3.11 1.49 0.07
C 4.50 0.99 2.02 -0.07
H -5.53 5.46 -1.75 0.11
H 5.08 -2.34 1.69 0.12
O -0.34 -1.17 -1.31 -0.55
C -0.96 4.84 3.15 -0.07
C -0.12 0.79 -3.86 -0.21
C 2.11 -0.01 -5.22 -0.01
H 2.39 -3.49 5.33 0.11
```



No. 4
The following is a quantum chemistry calculation of 2 unconnected molecules or ions with the total composition C5H15N3 at a distorted geometry, from the Open Molecules 2025 dataset.

Values from the calculation:
Energy relative to the best compared isomer or geometry (same formula, charge and spin), kcal per mole: 49.41
Electronic energy, eV: -9897.00873
Max |F|, eV/Å: 3.84
Total charge: 0
Structure (SMILES): CC=C(N)N.CCN
Kohn-Sham gap, eV: 8.366

XYZ file:
```
23
Properties=species:S:1:pos:R:3:lowdin_charge:R:1
H 1.02 -2.36 1.15 0.07
H -1.04 -0.66 0.98 0.10
C 1.21 0.24 0.15 -0.48
H 0.40 -1.84 2.71 0.07
C -2.06 0.99 -1.77 -0.11
H -1.80 0.75 0.79 0.04
C 0.67 -0.24 1.34 -0.22
H -1.94 -1.15 -1.42 0.10
C -1.60 -0.22 -0.96 -0.41
N -1.98 -0.18 0.41 -0.06
N 2.11 -0.48 -0.63 0.11
H 2.09 -1.47 -0.47 0.08
C 1.07 -1.57 1.91 -0.12
H 0.82 2.20 0.57 0.09
H 0.52 0.52 2.10 0.10
H 2.08 -1.56 2.33 0.08
N 1.20 1.62 -0.16 0.10
H -1.73 0.91 -2.81 0.06
H -3.15 1.07 -1.75 0.07
H -1.63 1.90 -1.35 0.06
H 2.10 1.96 -0.50 0.09
H 2.08 -0.23 -1.61 0.09
H -0.44 -0.20 -0.99 0.08
```



No. 5
The following is a quantum chemistry calculation of 2 unconnected molecules or ions with the total composition C8H10BrNO2S at a distorted geometry, from the Open Molecules 2025 dataset.

Values from the calculation:
Energy relative to the best compared isomer or geometry (same formula, charge and spin), kcal per mole: 19.43
Electronic energy, eV: -94917.81073
Max |F|, eV/Å: 4.49
Total charge: 0
Kohn-Sham gap, eV: 9.442

XYZ file:
```
23
Properties=species:S:1:pos:R:3:lowdin_charge:R:1
H 1.00 1.96 -1.41 0.11
H 0.35 -1.83 0.45 0.13
C 1.44 1.02 -1.12 -0.04
Br 5.15 -0.16 0.26 0.69
H -2.45 -1.35 1.96 0.13
C 2.47 -1.27 0.14 -0.09
C 2.75 1.04 -0.66 -0.12
H -1.95 -1.72 -2.09 0.10
H -0.56 -0.66 -2.86 0.02
H 3.27 1.97 -0.65 0.10
S -1.12 0.04 -0.79 0.89
N -1.43 -0.78 -2.36 -0.14
H 2.75 -2.11 0.75 0.10
H -3.01 1.72 1.75 0.10
C 0.62 -0.03 -0.76 -0.44
O -1.45 1.43 -1.17 -0.46
C -2.30 0.89 2.02 -0.08
O -3.52 -0.41 0.47 0.00
C 3.26 -0.15 -0.18 -0.64
C 1.06 -1.10 -0.05 -0.10
H -1.19 1.23 1.92 0.11
H -2.45 0.72 3.06 0.05
C -2.71 -0.43 1.32 -0.44
```



No. 6
The following is a quantum chemistry calculation of a molecular structure, C20H36Cl12Mg2O8 at a distorted geometry, from the Open Molecules 2025 dataset.

Values from the calculation:
Energy relative to the best compared isomer or geometry (same formula, charge and spin), kcal per mole: 33.00
Electronic energy, eV: -198873.50974
Max |F|, eV/Å: 5.06
Total charge: 0
Kohn-Sham gap, eV: 9.337

XYZ file:
```
78
Properties=species:S:1:pos:R:3:lowdin_charge:R:1
C 3.25 -3.57 1.81 -0.68
O -3.41 1.78 -1.06 -0.05
Cl 5.98 1.85 1.21 0.56
H 0.54 -1.03 -0.69 0.05
C 2.33 -3.02 -4.51 -0.63
H 5.13 -0.10 -1.68 0.01
H -0.86 6.27 -2.29 0.09
C 5.82 0.47 -1.05 -0.70
Mg -2.10 2.57 0.22 0.69
C -5.77 1.37 -0.52 0.03
H 3.90 -4.35 2.21 0.07
C -3.75 -1.95 0.53 -0.67
H -1.15 0.21 5.23 0.08
C -3.94 -2.69 1.87 -0.67
H -2.58 3.19 4.28 0.08
C 5.21 0.56 0.29 -0.73
H 3.25 -3.48 -2.58 0.05
H -1.34 4.12 5.14 0.09
H -6.50 2.15 -0.73 0.08
C -1.36 -1.55 -3.75 -0.70
C -0.12 4.45 -1.25 -0.66
C -0.84 -0.14 4.24 -0.57
H -2.21 -0.36 -2.20 0.02
H 0.58 -1.65 4.58 0.07
C -1.82 3.96 4.18 0.05
O 1.12 1.82 0.75 -0.06
C 3.38 -3.63 0.30 -0.64
Cl -3.86 -0.49 -3.85 0.53
O -1.01 3.72 -0.90 0.02
H 0.94 -1.09 1.06 0.07
Cl -2.08 -2.06 0.12 0.65
H -0.37 -1.63 -3.31 0.04
H -0.87 4.78 -3.28 0.08
O 0.79 4.63 -0.43 -0.04
Cl -3.89 -4.46 1.62 0.53
O -4.05 2.67 0.67 -0.02
H 0.62 5.68 -2.90 0.08
H 5.31 -0.39 0.82 0.03
H -2.43 4.85 4.03 0.09
H 1.28 -2.95 -4.22 0.04
H 3.29 -4.66 -0.03 0.08
Cl 1.66 -3.96 2.44 0.62
H -4.89 -2.45 2.35 0.07
C -0.38 -1.54 4.08 -0.70
Cl -1.14 -1.58 -5.51 0.56
C -4.36 1.95 -0.27 -0.70
H -1.81 -2.52 -3.54 0.07
C 0.41 0.86 0.32 -0.61
H -4.03 -0.91 0.63 0.06
H -4.35 -2.37 -0.27 0.08
H -0.23 -1.88 3.06 0.01
Cl 7.40 -0.32 -0.87 0.56
O -0.82 1.08 0.21 -0.06
H 4.27 -2.70 -3.71 0.08
H 3.55 -2.59 2.20 0.07
H 2.43 -3.98 -5.03 0.08
Cl 4.97 -2.98 -0.19 0.61
C 3.23 -2.72 -3.37 -0.63
H -5.98 0.90 0.44 0.08
H 2.59 -3.03 -0.14 0.04
Cl 2.58 -1.78 -5.78 0.53
H 2.07 -0.34 -0.11 0.03
C -0.34 5.34 -2.51 0.04
H -0.14 0.61 3.87 0.07
H 4.18 0.90 0.19 0.06
C 1.02 -0.50 0.14 -0.02
C -2.14 -0.36 -3.29 -0.63
Cl -2.20 0.09 3.08 0.63
C -0.82 3.79 3.03 -0.63
H -3.17 -2.46 2.61 -0.02
Cl 2.83 -1.17 -2.57 0.62
O -1.14 3.44 1.89 -0.07
H -5.88 0.64 -1.32 0.07
H -1.64 0.53 -3.67 0.08
Mg 0.97 3.72 1.26 0.94
H 5.84 1.42 -1.57 0.08
Cl -1.40 -2.78 4.86 0.57
O 0.42 3.81 3.12 -0.03
```